# 1
112
Properties=species:S:1:pos:R:3:lowdin_charge:R:1 method="wB97M-V/def2-TZVPD" e_lumo_ev=-0.03 e_above_lowest_kj_mol=0.00 homo_lumo_gap_ev=10.2
Br -0.1989 -0.5821 -2.1486 0.73
C 0.2883 0.6259 -0.7091 -0.65
C -0.2778 0.2228 0.6332 -0.60
Br 0.6396 -1.4291 1.1717 0.73
H 0.0294 1.6328 -1.0229 0.03
H 1.3718 0.5718 -0.6169 0.03
H -1.3454 0.0459 0.6395 0.04
H 0.0735 0.9812 1.3246 0.05
C 1.2158 4.5441 -1.8281 -0.02
C 0.7767 5.5335 -2.8781 -0.30
C -0.7278 5.8791 -2.7582 -0.05
O -0.7249 7.3183 -2.5419 0.06
C 0.5333 7.7874 -2.5464 -0.58
O 0.8223 8.9341 -2.4248 0.15
O 1.4281 6.7840 -2.6569 0.09
H 1.0576 4.9923 -0.8409 0.09
H 2.2765 4.2818 -1.8154 0.09
H 0.6558 3.6127 -1.8887 0.06
H 0.9188 5.0822 -3.8633 0.14
H -1.1442 5.4803 -1.8371 0.12
H -1.2555 5.7426 -3.6945 0.12
C 1.6286 -5.9136 5.2134 -0.02
C 1.1046 -5.8191 3.7954 -0.32
C 1.6726 -4.7348 2.8924 -0.11
O 1.9492 -5.3994 1.6651 0.03
C 1.8326 -6.7406 1.8319 -0.56
O 2.0758 -7.5430 0.9937 0.18
O 1.3816 -7.0273 3.0737 0.09
H 2.7174 -5.8849 5.1987 0.09
H 1.1952 -6.7827 5.7027 0.09
H 1.2563 -5.0696 5.8000 0.09
H 0.0205 -5.6877 3.8887 0.15
H 2.5661 -4.2393 3.2851 0.14
H 0.9689 -3.9236 2.7056 0.08
C -2.2283 0.2119 -5.7439 -0.02
C -2.3891 1.6646 -5.3316 -0.32
C -1.5480 1.9882 -4.0718 -0.11
O -1.0512 3.2997 -4.3438 0.04
C -1.2571 3.6173 -5.6326 -0.56
O -0.8950 4.6182 -6.1570 0.17
O -1.8935 2.6061 -6.2726 0.10
H -2.4389 -0.3625 -4.8390 0.08
H -1.2147 0.0211 -6.0866 0.10
H -2.9798 -0.0405 -6.4896 0.08
H -3.4322 1.8715 -5.0785 0.15
H -0.7137 1.2991 -3.9347 0.05
H -2.1854 2.0069 -3.1902 0.12
C -1.6836 -3.9540 -0.0446 -0.04
C -1.7109 -5.4159 0.3571 -0.30
C -3.0871 -5.9266 0.8287 -0.05
O -3.3307 -7.0485 -0.0476 0.06
C -2.3511 -7.1890 -0.9566 -0.57
O -2.3347 -7.9863 -1.8325 0.17
O -1.3677 -6.2830 -0.7240 0.08
H -0.8147 -3.7856 -0.6839 0.07
H -1.4589 -3.3741 0.8524 0.04
H -2.5827 -3.5900 -0.5386 0.08
H -0.9135 -5.5483 1.0920 0.14
H -3.8891 -5.2345 0.5877 0.13
H -3.0651 -6.3220 1.8389 0.13
C -2.4042 6.0242 3.2557 -0.02
C -1.2943 5.1240 2.7859 -0.30
C -1.4601 3.6353 3.1979 -0.06
O -1.3804 2.9210 1.9629 0.04
C -1.3525 3.7812 0.9350 -0.57
O -1.3905 3.4049 -0.2035 0.12
O -1.2930 5.0464 1.3462 0.10
H -2.3457 6.2324 4.3192 0.09
H -3.3683 5.6474 2.9058 0.09
H -2.3322 6.9662 2.7012 0.09
H -0.3169 5.4198 3.1621 0.14
H -2.4440 3.4215 3.6141 0.13
H -0.6425 3.3222 3.8406 0.13
C -3.9922 0.5716 -0.8084 -0.02
C -4.8667 0.1353 0.3464 -0.27
C -5.0214 -1.3834 0.5378 -0.10
O -4.3597 -1.6820 1.7512 0.06
C -3.7857 -0.5707 2.2683 -0.57
O -3.0209 -0.5475 3.1778 0.16
O -4.1615 0.5191 1.5606 0.06
H -3.2454 -0.2193 -0.9630 0.06
H -3.3758 1.4432 -0.5957 0.08
H -4.5742 0.6137 -1.7294 0.09
H -5.8183 0.6616 0.4100 0.15
H -4.5292 -1.8831 -0.3009 0.12
H -6.0563 -1.7177 0.5629 0.13
C 5.1753 2.0419 3.1893 -0.03
C 4.5781 2.6815 1.9624 -0.27
C 3.6934 1.8081 1.0671 -0.07
O 2.4299 2.4684 1.0226 0.05
C 2.4757 3.5845 1.7757 -0.56
O 1.5862 4.3751 1.7846 0.17
O 3.6247 3.6914 2.4338 0.10
H 4.5136 1.2543 3.5720 0.09
H 5.3535 2.7566 3.9862 0.09
H 6.0887 1.4808 2.9779 0.09
H 5.3573 3.2464 1.4480 0.15
H 3.5857 0.8700 1.6262 0.12
H 4.0123 1.5493 0.0621 0.12
C 5.0631 -4.5192 -0.5942 -0.01
C 4.2196 -3.6762 -1.5273 -0.28
C 2.8115 -3.3480 -1.0437 -0.10
O 2.6803 -1.9482 -1.2892 -0.04
C 3.8996 -1.4039 -1.4806 -0.57
O 4.0932 -0.2288 -1.5545 0.14
O 4.8352 -2.3570 -1.5805 0.09
H 6.0254 -4.7472 -1.0451 0.09
H 4.5236 -5.4271 -0.3184 0.09
H 5.2480 -3.9569 0.3231 0.09
H 4.2318 -4.0822 -2.5390 0.16
H 2.6987 -3.5391 0.0230 0.10
H 2.0623 -3.8820 -1.6226 0.14

=====

# 2
11
Properties=species:S:1:pos:R:3:lowdin_charge:R:1 method="wB97M-V/def2-TZVPD" e_lumo_ev=3.99 e_above_lowest_kj_mol=183.88 homo_lumo_gap_ev=7.7 charge=-1
C 3.2292 -0.2811 -0.0616 -0.90
C -0.8572 -0.1552 0.0018 -0.22
N 0.5861 -0.1949 -0.0911 -0.46
O 2.7651 -1.4380 0.0797 -0.14
O 4.3458 0.1740 0.0552 -0.11
P 1.7128 1.0510 -0.3208 0.77
H -1.2007 -0.4399 0.9637 0.04
H -1.0731 0.8464 -0.1006 0.01
H -1.4309 -0.6286 -0.8133 0.06
H 1.1862 -1.0563 0.0771 0.03
H 1.9005 1.3667 1.2427 -0.08

=====

# 3
164
Properties=species:S:1:pos:R:3:lowdin_charge:R:1 method="wB97M-V/def2-TZVPD" e_lumo_ev=-7.61 homo_lumo_gap_ev=1.2 charge=+3
C 0.3025 -7.3580 13.5143 -0.04
C 0.6651 -7.5817 12.0525 -0.29
C 0.6602 -9.0444 11.5864 -0.18
O 1.1221 -9.0357 10.2697 -0.17
C 0.8441 -10.2273 9.5229 -0.04
N -0.2464 -6.7298 11.1993 0.23
H -1.2248 -6.9934 11.3160 0.10
H -0.0836 -5.7320 11.2347 0.16
H -0.0990 -7.0254 10.2329 0.11
H -0.7593 -7.5666 13.6870 0.06
H 0.2740 -6.3500 13.9301 0.08
H 0.8640 -8.0827 14.1020 0.10
H 1.6707 -7.1685 11.9670 0.16
H -0.3512 -9.4344 11.7351 0.13
H 1.3838 -9.5572 12.2242 0.15
H 1.4754 -10.2869 8.6390 0.10
H -0.2056 -10.1614 9.2374 0.06
H 1.0207 -11.1276 10.1137 0.10
C -4.3920 -11.0293 16.0720 -0.02
C -4.4754 -10.2947 17.3885 -0.30
C -5.8319 -9.8763 17.8341 -0.19
O -5.9349 -9.4700 19.2071 -0.18
C -7.2190 -8.9589 19.5876 -0.06
N -3.8036 -11.2709 18.3753 0.24
H -3.4837 -10.7935 19.2166 0.17
H -4.4541 -11.9686 18.7293 0.18
H -2.9751 -11.6767 17.9516 0.17
H -5.2029 -11.7278 15.8613 0.10
H -3.4624 -11.5596 15.8694 0.11
H -4.5050 -10.2408 15.3254 0.08
H -3.7660 -9.4669 17.3597 0.16
H -6.5356 -10.6926 17.6520 0.14
H -6.0906 -9.0266 17.1959 0.13
H -7.1201 -8.4635 20.5497 0.10
H -8.0809 -9.6271 19.5557 0.10
H -7.4166 -8.2241 18.7999 0.07
C -0.4936 -14.0973 8.1199 -0.02
C -1.6692 -13.3077 7.5067 -0.29
C -1.1921 -12.2668 6.4302 -0.15
O -2.3507 -11.9079 5.6594 -0.20
C -2.3215 -10.5725 5.2069 -0.09
N -2.6973 -14.2482 6.9217 0.26
H -3.4398 -13.6184 6.6241 0.15
H -2.2351 -14.8595 6.2563 0.18
H -3.1444 -14.8671 7.5982 0.16
H 0.2332 -14.4451 7.3858 0.09
H -0.7506 -14.8899 8.8231 0.09
H 0.0367 -13.4199 8.7920 0.08
H -2.1410 -12.6668 8.2492 0.11
H -0.4815 -12.7302 5.7416 0.13
H -0.6682 -11.4590 6.9421 0.12
H -2.4562 -9.8490 6.0126 0.06
H -3.2489 -10.4904 4.6371 0.10
H -1.4616 -10.4042 4.5593 0.10
C -4.7905 -6.0946 7.2564 0.00
C -4.0353 -4.9853 8.0069 -0.25
C -4.9502 -3.8463 8.4742 -0.18
O -6.1348 -4.3503 9.0906 -0.20
C -7.0729 -3.3835 9.5926 -0.07
N -3.2910 -5.5497 9.2496 0.24
H -3.9366 -5.5449 10.0390 0.13
H -2.8301 -6.4414 9.0574 0.12
H -2.6812 -4.8326 9.6281 0.14
H -5.5524 -6.4583 7.9467 0.06
H -4.2696 -6.9452 6.8197 0.10
H -5.2976 -5.6053 6.4241 0.11
H -3.2258 -4.5582 7.4143 0.15
H -5.3126 -3.3998 7.5440 0.14
H -4.3922 -3.0332 8.9479 0.13
H -7.6582 -3.9633 10.3054 0.07
H -7.7706 -2.8968 8.9099 0.10
H -6.5551 -2.5785 10.1174 0.08
C -8.2892 -11.9011 11.1198 0.00
C -8.6288 -10.3785 11.3591 -0.26
C -8.4930 -9.3807 10.1604 -0.13
O -8.5954 -8.0501 10.7317 -0.22
C -8.1807 -7.1029 9.7904 -0.11
N -10.0086 -10.1629 12.0102 0.23
H -10.1516 -10.5376 12.9413 0.17
H -10.1580 -9.1565 12.0024 0.14
H -10.5749 -10.5923 11.2816 0.17
H -8.5303 -12.4887 12.0051 0.09
H -7.2322 -12.0256 10.8872 0.09
H -8.8244 -12.3018 10.2578 0.09
H -7.9491 -10.1187 12.1698 0.12
H -9.1048 -9.5106 9.2638 0.15
H -7.5141 -9.5130 9.6915 0.14
H -8.6761 -7.1128 8.8182 0.11
H -7.1290 -7.2155 9.5020 0.08
H -8.0902 -6.1281 10.2687 0.07
C -5.1472 -3.2597 12.8509 -0.03
C -3.8122 -3.0485 13.5441 -0.28
C -3.8696 -3.6188 14.9524 -0.22
O -2.6495 -3.5599 15.6363 -0.21
C -2.7683 -3.7744 17.0520 -0.04
N -2.6407 -3.6852 12.8053 0.25
H -2.3177 -3.2611 11.9407 0.17
H -1.8769 -3.6059 13.4760 0.16
H -2.8263 -4.6628 12.5696 0.10
H -5.0183 -3.0139 11.7955 0.07
H -5.9905 -2.6518 13.1716 0.10
H -5.3601 -4.3247 12.9601 0.09
H -3.5631 -1.9880 13.5862 0.17
H -4.1280 -4.6827 15.0080 0.13
H -4.6366 -3.1146 15.5473 0.14
H -1.8505 -4.1165 17.5278 0.10
H -3.4693 -4.6080 17.1271 0.09
H -3.0006 -2.7945 17.4682 0.11
C -8.8853 -6.6652 14.0401 -0.03
C -10.0928 -6.6649 14.9890 -0.31
C -9.7724 -6.7808 16.4554 -0.20
O -10.9998 -6.9418 17.1682 -0.16
C -11.2776 -6.0297 18.2278 -0.07
N -10.9240 -5.3819 14.8365 0.26
H -11.2046 -5.3491 13.8604 0.17
H -11.6811 -5.2887 15.5083 0.17
H -10.1956 -4.6887 14.9884 0.16
H -8.2022 -5.8273 14.2052 0.09
H -9.1535 -6.5647 12.9865 0.08
H -8.2011 -7.5127 14.0823 0.09
H -10.7725 -7.4986 14.8071 0.15
H -9.2235 -5.8676 16.7107 0.14
H -9.0040 -7.5493 16.5582 0.13
H -12.3153 -6.0131 18.5590 0.11
H -11.1253 -4.9794 17.9607 0.09
H -10.6606 -6.2538 19.0982 0.10
N -0.7358 -6.9780 7.0036 -0.61
O -0.8462 -7.1225 8.2417 -0.12
O -0.7405 -7.9583 6.2633 0.00
O -0.8017 -5.8580 6.4485 -0.04
N -2.6827 -14.0741 11.1098 -0.65
O -2.0833 -12.9769 10.9974 -0.11
O -2.3991 -14.8709 12.0136 -0.04
O -3.5318 -14.4045 10.2819 -0.07
C -7.7793 -15.8354 6.7914 -0.47
O -6.9684 -14.6327 6.8874 -0.10
O -8.5844 -15.6704 5.6937 -0.20
C -6.9428 -17.1687 6.6516 -0.56
F -6.1531 -17.3810 7.7599 0.07
F -7.8455 -18.1644 6.5909 0.13
F -6.1513 -17.3023 5.5980 0.15
C -6.5967 -14.1613 8.1334 -0.33
C -6.0848 -12.7180 8.0803 -0.07
H -5.3336 -12.6584 8.8715 0.05
H -5.5903 -12.5858 7.1173 0.07
H -6.8806 -11.9913 8.2455 0.04
H -5.8100 -14.8133 8.5360 0.10
H -7.3287 -14.3436 8.9309 0.10
H -8.2597 -15.9064 7.7766 0.12
C -3.6519 -8.0297 12.2734 -0.43
O -3.3609 -8.3685 10.8710 -0.12
O -3.1257 -6.7784 12.3433 -0.24
C -5.1120 -8.3698 12.7192 -0.52
F -5.2548 -8.1010 14.0287 0.11
F -6.0331 -7.5827 12.1122 0.11
F -5.5970 -9.6142 12.5046 0.12
C -3.2900 -9.7346 10.5856 -0.30
C -3.0309 -9.9870 9.1209 -0.04
H -3.1802 -11.0641 9.0337 0.06
H -3.8169 -9.5963 8.4715 0.08
H -2.0620 -9.5659 8.8590 0.05
H -4.1318 -10.3289 10.9540 0.11
H -2.5281 -10.2165 11.2109 0.10
H -2.9878 -8.7142 12.8162 0.14

=====

# 4
22
Properties=species:S:1:pos:R:3:lowdin_spin:R:1 method="wB97M-V/def2-TZVPD" e_lumo_ev="-3.71 / -6.40" spin_multiplicity=3 e_above_lowest_kj_mol=194.68 homo_lumo_gap_ev="6.9 / 6.5" charge=+1
C -1.5560 -0.5903 -1.7421 0.04
C -2.5679 -0.0252 -0.7154 0.00
C -0.6177 0.8574 0.6356 0.04
C 0.3859 0.5215 -0.4838 0.67
C 1.8955 0.1072 2.1732 0.08
C 2.2264 -0.1031 0.7726 0.64
N -0.0854 -0.5574 -1.2834 0.08
O -1.9759 1.0479 0.0389 0.07
I 3.5683 1.3315 -0.1053 0.19
I 2.7047 -2.2615 0.3096 0.11
H -1.6922 -1.6066 -2.1615 0.00
H -1.6278 0.1488 -2.6095 0.00
H -3.4738 0.4398 -1.2701 0.00
H -2.8556 -0.8641 -0.0142 0.00
H -0.6563 0.2109 1.5840 0.00
H -0.2287 1.8179 0.9994 0.00
H 0.7798 1.4281 -1.0747 0.01
H 1.0649 -0.4905 2.5973 0.01
H 1.5443 1.1491 2.4713 0.00
H 2.7182 -0.3267 2.7380 0.03
H 0.0198 -1.5323 -0.7088 0.02
H 0.4298 -0.7022 -2.1511 0.00

=====

# 5
73
Properties=species:S:1:pos:R:3:lowdin_charge:R:1 method="wB97M-V/def2-TZVPD" e_lumo_ev=1.45 homo_lumo_gap_ev=5.3 charge=-1
B -4.3819 0.1573 1.2234 -0.46
B -2.7395 -0.1232 1.5967 -0.89
O -1.6581 0.7602 1.3932 -0.06
O -2.3983 -1.4422 2.2220 -0.26
H -4.9900 -0.9082 1.3605 -0.01
H -4.4094 0.4626 0.0403 -0.05
H -4.9029 1.0403 1.9205 -0.03
H -1.7289 1.4558 2.0578 -0.02
H -2.7529 -1.3823 3.1187 0.01
Br 0.2517 -3.2698 -2.8653 0.59
C -0.3578 -3.9679 -1.1511 -0.75
C -1.6848 -3.3971 -0.7245 -0.62
Br -1.5059 -1.6045 -0.0422 0.97
H 0.4267 -3.7569 -0.4362 -0.02
H -0.4390 -5.0436 -1.2988 0.04
H -2.0862 -3.9771 0.1089 0.06
H -2.4149 -3.3700 -1.5283 0.06
Br -7.5149 0.1030 -1.4676 0.63
C -7.7094 1.9128 -2.1399 -0.72
C -6.4355 2.4172 -2.7660 -0.71
Br -5.1197 2.9002 -1.4262 0.66
H -8.0311 2.5262 -1.3043 0.04
H -8.5030 1.8624 -2.8836 0.05
H -6.6294 3.3291 -3.3286 0.05
H -5.9683 1.6839 -3.4160 0.05
Br 2.0188 -5.7045 0.6603 0.67
C 1.2077 -6.2665 2.3333 -0.67
C -0.1092 -5.5560 2.5142 -0.70
Br 0.1449 -3.6988 3.0242 0.71
H 1.9198 -6.0577 3.1246 0.05
H 1.0606 -7.3418 2.2538 0.06
H -0.6995 -5.9892 3.3186 -0.04
H -0.7012 -5.5495 1.6034 0.04
Br 1.4779 0.4155 -0.3166 0.66
C 3.1592 0.0833 -1.2283 -0.70
C 3.3200 0.9359 -2.4587 -0.74
Br 2.2442 0.2851 -3.9437 0.59
H 3.1930 -0.9801 -1.4471 0.05
H 3.9339 0.3309 -0.5042 0.05
H 4.3479 0.8971 -2.8161 -0.07
H 3.0302 1.9679 -2.2913 0.03
Br -2.8666 3.5102 2.9344 0.72
C -4.3840 3.2330 4.1099 -0.67
C -4.0114 2.4846 5.3645 -0.69
Br -3.7602 0.5843 5.0641 0.69
H -5.1406 2.7266 3.5146 0.04
H -4.7272 4.2325 4.3713 0.05
H -4.8188 2.5512 6.0909 0.05
H -3.0913 2.8523 5.8076 0.04
Br 5.7491 3.8063 -3.0755 0.68
C 7.4526 2.9810 -2.6387 -0.69
C 7.8381 1.9431 -3.6576 -0.70
Br 6.8220 0.2996 -3.4333 0.68
H 7.3592 2.5771 -1.6357 0.05
H 8.1742 3.7945 -2.6374 0.02
H 8.8800 1.6570 -3.5297 0.06
H 7.6766 2.2772 -4.6778 0.03
Br 6.4966 4.7167 -7.3605 0.61
C 6.7936 6.0875 -6.0169 -0.70
C 8.2367 6.5085 -5.9633 -0.68
Br 9.3398 5.1774 -5.0684 0.64
H 6.4386 5.6838 -5.0742 -0.02
H 6.1671 6.9258 -6.3140 0.06
H 8.3463 7.4163 -5.3742 0.06
H 8.6693 6.6604 -6.9466 0.05
Br -2.7049 -6.7394 4.8520 0.63
C -3.4668 -4.9549 5.0778 -0.66
C -2.5063 -4.0128 5.7490 -0.70
Br -2.3855 -4.3575 7.6638 0.59
H -4.3908 -5.0812 5.6318 0.05
H -3.6905 -4.6104 4.0702 0.07
H -2.8604 -2.9882 5.6604 0.05
H -1.4997 -4.0818 5.3517 -0.01

=====

# 6
91
Properties=species:S:1:pos:R:3:lowdin_charge:R:1 method="wB97M-V/def2-TZVPD" e_lumo_ev=-1.18 homo_lumo_gap_ev=6.8
N -3.2993 3.7797 -0.1494 0.04
C -2.3915 3.0397 0.8080 -0.61
N -1.0171 3.1453 0.2370 0.07
N -2.5627 3.6831 2.1495 0.06
C -2.9731 1.5460 0.9046 -0.11
C -1.9941 0.4675 1.5589 -0.08
C -0.8419 0.9250 2.5043 0.00
C 0.1464 -0.1068 3.1134 0.01
C -0.0634 -1.5895 2.7492 -0.04
C -1.2458 -2.0536 1.8221 0.00
C -2.2436 -1.0466 1.2077 -0.07
C -3.4480 -1.5158 0.2778 -0.14
C -4.8442 -1.3967 1.0796 -0.10
C -4.6814 -1.1669 2.6617 -0.12
F -4.6894 0.1520 3.2665 -0.03
C -4.5646 -2.2563 3.6229 -0.10
F -3.3667 -2.9108 3.9502 0.08
F -5.7551 -2.6320 4.3038 0.04
C -1.2885 -3.6437 1.5550 -0.26
O -2.3491 -4.3035 1.4575 0.03
C 0.1673 -4.3363 1.4707 0.07
C 1.2649 -3.9039 2.2823 -0.08
C 2.6866 -4.6073 2.1124 -0.16
C 3.8520 -3.9763 3.0415 -0.27
C 4.2072 -2.4592 2.6779 -0.60
Br 6.1316 -1.9901 3.0162 0.53
C 0.9616 -2.6989 3.3152 -0.24
O 1.4396 -2.6336 4.4726 0.04
H -2.7566 4.0595 -0.9932 0.02
H -3.5833 4.6804 0.2791 0.07
H -0.6101 2.2307 -0.0014 0.07
H -0.3491 3.5626 0.9148 0.07
H -1.6667 3.9242 2.5945 0.06
H -2.9700 2.9534 2.7697 0.08
H -3.1508 1.1988 -0.1856 0.12
H -4.0154 1.5913 1.3799 0.12
H -0.6429 2.0247 2.7647 0.08
H 1.0171 0.1515 3.7955 0.10
H -3.4650 -0.8221 -0.6329 0.11
H -3.2962 -2.5981 -0.0450 0.11
H -5.5013 -2.3384 0.9744 0.12
H -5.4216 -0.5185 0.5985 0.13
H 0.2637 -5.1770 0.6999 0.11
H 3.0276 -4.4093 1.0250 0.12
H 2.6425 -5.7526 2.2139 0.11
H 3.5323 -4.1470 4.1224 0.11
H 4.8088 -4.6038 2.8754 0.10
H 3.5902 -1.7835 3.3814 0.05
H 3.8967 -2.1483 1.6128 0.08
C 0.4758 5.5152 -5.7930 -0.08
C 0.0564 6.7908 -5.4256 -0.07
C -0.9681 6.9470 -4.4984 0.00
C -1.5634 5.8165 -3.9412 -0.14
C -1.1532 4.5369 -4.3105 0.00
C -0.1297 4.3905 -5.2408 -0.06
N -2.6250 5.9756 -2.9457 -0.32
O -2.9724 7.1113 -2.6591 0.09
O -3.1023 4.9607 -2.4527 0.02
H 1.2799 5.3975 -6.5128 0.11
H 0.5314 7.6637 -5.8606 0.11
H -1.2857 7.9459 -4.2205 0.12
H -1.6147 3.6525 -3.8849 0.12
H 0.1996 3.3991 -5.5331 0.11
C 0.3308 -11.2294 -0.5157 -0.07
C -0.1506 -10.3150 -1.4480 -0.06
C 0.3371 -9.0129 -1.4625 0.00
C 1.3119 -8.6382 -0.5397 -0.14
C 1.7926 -9.5467 0.4012 0.00
C 1.2969 -10.8459 0.4099 -0.06
N 1.8467 -7.2753 -0.5672 -0.33
O 1.3882 -6.4992 -1.3939 0.07
O 2.7242 -6.9901 0.2356 0.05
H -0.0483 -12.2468 -0.5110 0.11
H -0.9048 -10.6191 -2.1662 0.11
H -0.0461 -8.3101 -2.1940 0.12
H 2.5475 -9.2613 1.1256 0.12
H 1.6663 -11.5621 1.1362 0.11
C 3.3647 7.4076 0.2968 -0.07
C 3.3041 6.0380 0.0574 -0.07
C 3.2508 5.5606 -1.2477 0.00
C 3.2632 6.4657 -2.3072 -0.14
C 3.3161 7.8383 -2.0742 0.00
C 3.3663 8.3067 -0.7657 -0.07
N 3.2325 5.9668 -3.6836 -0.34
O 3.1671 4.7574 -3.8500 0.07
O 3.2776 6.7872 -4.5889 0.06
H 3.4119 7.7765 1.3169 0.11
H 3.3017 5.3417 0.8895 0.11
H 3.2039 4.4912 -1.4209 0.12
H 3.3212 8.5489 -2.8933 0.12
H 3.4107 9.3733 -0.5731 0.11

=====

no.,total energy (a.u.),strongest force on any atom (Eh/bohr)
1,-8280.68890,0.0305
2,-625.82665,0.0535
3,-3798.74200,0.0851
4,-960.71225,0.0865
5,-42016.29544,0.0609
6,-5234.89680,0.0843